Record 1
DFT (ωB97M-V/def2-TZVPD) results for a cluster of 10 separate species, C16H32Cl16O2 in total at a distorted geometry.

```
! RIJCOSX wB97M-V def2-TZVPD def2/J DEFGRID3
* xyz 0 1
C 0.01 4.47 -2.37
C -1.26 4.53 -1.45
C -0.70 4.87 -0.03
O 0.68 5.31 -0.26
C 0.95 5.48 -1.67
H -0.26 4.73 -3.42
H 0.44 3.48 -2.34
H -1.82 3.60 -1.47
H -1.93 5.30 -1.79
H -0.65 4.03 0.66
H -1.28 5.66 0.46
H 2.00 5.27 -1.79
H 0.82 6.56 -1.91
C -0.95 -3.72 2.97
C -1.31 -3.16 1.52
C -2.22 -4.24 0.93
O -1.76 -5.47 1.47
C -1.13 -5.25 2.74
H -1.63 -3.33 3.75
H 0.03 -3.37 3.26
H -0.38 -3.18 0.97
H -1.67 -2.13 1.65
H -2.22 -4.36 -0.16
H -3.26 -4.10 1.29
H -0.17 -5.77 2.63
H -1.68 -5.67 3.58
Cl -4.45 3.94 -0.35
C -4.28 2.51 0.69
Cl -3.20 2.76 2.10
H -5.25 2.20 1.07
H -3.83 1.70 0.11
Cl 0.41 -0.59 3.54
C -0.39 0.91 4.06
Cl -1.43 0.78 5.46
H 0.35 1.66 4.24
H -0.98 1.21 3.22
Cl 0.57 1.12 -4.48
C -0.84 0.14 -4.92
Cl -0.48 -1.03 -6.17
H -1.11 -0.36 -3.99
H -1.61 0.77 -5.33
Cl 3.63 -0.38 -1.88
C 4.33 -1.96 -1.80
Cl 5.90 -1.97 -1.02
H 3.71 -2.64 -1.18
H 4.49 -2.36 -2.78
Cl 2.77 -2.51 1.21
C 3.43 -2.63 2.86
Cl 5.04 -1.99 3.17
H 2.74 -2.14 3.55
H 3.46 -3.69 3.06
Cl 2.45 1.84 1.27
C 2.57 3.55 1.65
Cl 1.60 4.00 3.04
H 3.59 3.83 1.81
H 2.12 4.09 0.80
Cl -0.71 -1.56 -1.36
C 0.09 -0.18 -0.55
Cl -1.11 0.80 0.30
H 0.81 -0.57 0.15
H 0.66 0.38 -1.27
Cl -2.31 -3.65 -3.90
C -0.64 -4.16 -3.85
Cl -0.43 -5.82 -4.35
H -0.07 -3.53 -4.51
H -0.20 -4.03 -2.86
*
```

Summary:
LUMO level: 0.32 eV
Energy: -221564.0876 eV
Highest occupied orbital energy: -0.3479 hartree



Record 2
DFT (ωB97M-V/def2-TZVPD) results for a cluster of 2 separate species, C10H10N2 in total at a distorted geometry.

```
! RIJCOSX wB97M-V def2-TZVPD def2/J DEFGRID3
* xyz 0 1
C 1.49 0.91 -1.05
C 1.38 -0.40 -1.52
C 1.65 -1.38 -0.57
N 2.17 -1.21 0.65
C 2.38 0.13 0.96
C 2.07 1.20 0.18
H 1.07 1.69 -1.71
H 0.89 -0.53 -2.54
H 1.39 -2.41 -0.82
H 2.83 0.15 1.99
H 2.10 2.27 0.40
C -1.41 0.36 1.43
C -1.82 1.21 0.40
C -2.20 0.66 -0.82
N -2.24 -0.66 -1.09
C -1.85 -1.39 -0.09
C -1.42 -0.99 1.20
H -1.12 0.88 2.39
H -1.90 2.26 0.55
H -2.32 1.39 -1.71
H -1.84 -2.36 -0.28
H -1.31 -1.79 2.03
*
```

Summary:
LUMO level: 0.86 eV
Energy: -13510.8702 eV
ΔE to the lowest compared entry with this formula, charge and spin: 214.7 kJ/mol
Highest occupied orbital energy: -0.3480 hartree



Record 3
DFT (ωB97M-V/def2-TZVPD) results for a cluster of 2 separate species, C5H8N in total at a distorted geometry.

```
! RIJCOSX wB97M-V def2-TZVPD def2/J DEFGRID3
* xyz 1 1
C 0.55 -0.29 0.14
C -0.39 0.78 -0.12
C -0.92 -0.50 0.01
C -1.98 -1.48 0.02
C 2.67 -0.11 0.39
N -0.43 2.06 -0.35
H -2.43 -1.51 1.00
H -1.64 -2.59 -0.11
H -2.83 -1.02 -0.64
H 2.92 -1.19 0.37
H 2.60 0.54 1.14
H 2.62 0.46 -0.58
H -1.23 2.43 -0.82
H 0.48 2.44 -0.45
*
```

Summary:
LUMO level: -4.41 eV
Energy: -6793.1234 eV
ΔE to the lowest compared entry with this formula, charge and spin: 479.0 kJ/mol
Highest occupied orbital energy: -0.5441 hartree